# 1
The following is a quantum chemistry calculation of 2 unconnected molecules or ions with the total composition C9H14O, from the Open Molecules 2025 dataset.

Last column: natural (NBO) charge in e.
Positions of all 24 atoms, in Å:
C: -2.73832 -2.16406 0.14640  -0.63
C: -2.10568 -0.81113 -0.11465  0.00
C: -1.54376 -0.47259 -1.33132  -0.22
C: -1.03863 0.81176 -1.55292  -0.21
C: -1.15150 1.75652 -0.54327  -0.22
C: -1.81283 1.47611 0.64636  -0.21
C: -2.20623 0.17560 0.88406  -0.21
H: -3.42569 -2.38545 -0.63793  0.22
H: -3.21148 -2.13499 1.12591  0.21
H: -1.99590 -2.95675 0.20893  0.22
H: -1.67491 -1.11785 -2.19479  0.21
H: -0.33595 1.05876 -2.33955  0.22
H: -0.77235 2.75249 -0.73775  0.21
H: -1.98300 2.27084 1.35894  0.22
H: -2.71323 -0.15235 1.78304  0.21
C: 2.42758 0.00532 0.05004  -0.66
C: 3.79079 -0.10281 0.66748  -0.07
O: 4.44998 1.19984 0.68057  -0.73
H: 1.68909 0.48558 0.69039  0.22
H: 1.97947 -0.96601 -0.18721  0.22
H: 2.40923 0.47110 -0.93812  0.21
H: 3.69841 -0.34896 1.72415  0.17
H: 4.47075 -0.72559 0.11885  0.18
H: 3.79420 1.87460 0.49240  0.46

Force components x, y, z for each atom (eV/Å):
C 1.0 0.6 0.6
C -0.3 0.3 0.5
C -0.4 0.4 -0.8
C 0.9 -0.1 1.2
C -0.2 0.4 -0.3
C 0.3 -0.1 -0.1
C -0.4 -0.7 -0.4
H -0.7 -0.4 -0.4
H -0.4 -0.1 -0.2
H 0.1 -0.1 -0.2
H 0.5 -0.4 0.2
H -0.6 -0.2 -0.6
H 0.0 0.0 0.1
H 0.0 -0.1 0.2
H 0.1 0.4 0.2
C -0.9 -0.8 -0.7
C 0.0 2.0 0.4
O -0.1 -0.4 -0.1
H 0.2 0.3 0.1
H 0.2 -0.2 0.4
H 0.4 0.4 0.1
H 0.1 -0.7 -0.1
H 0.1 -0.7 -0.1
H -0.1 0.0 0.0

Calculated values
F_max: 2.09 eV Å⁻¹
E_HOMO: -9.2 eV
M: 138.21 u
structure (SMILES): Cc1ccccc1.CCO
orbital gap: 10.0500 eV
energy above the lowest of the compared OMol25 structures with the same formula, charge and spin: 17.8 kcal/mol
spin multiplicity: 1

***

# 2
The following is a quantum chemistry calculation of 2 unconnected molecules or ions with the total composition C4H4N2, from the Open Molecules 2025 dataset.

Last column: natural (NBO) charge in e.
Positions of all 10 atoms, in Å:
C: -1.65351 -0.85208 -0.13185  -0.32
C: -0.86645 0.20411 -0.02182  -0.16
C: -0.57881 1.43889 -0.22303  0.34
N: -0.22590 2.62179 -0.15465  -0.65
H: -1.73921 -1.60730 0.61794  0.20
H: -2.14372 -1.03298 -1.10657  0.20
H: -0.33334 3.10637 0.83604  0.38
C: 2.41811 -1.04034 0.21842  0.08
N: 1.39437 -0.79810 -0.28937  -0.30
H: 3.44170 -0.97032 0.45128  0.23

Force components x, y, z for each atom (eV/Å):
C 0.3 0.7 -1.5
C -1.9 -0.3 0.1
C 1.0 0.6 1.3
N -1.3 1.3 1.5
H -0.3 -0.2 0.6
H 0.4 -0.2 0.5
H 0.9 -1.7 -2.4
C -2.6 1.3 -1.9
N 2.9 -1.2 1.2
H 0.6 -0.4 0.6

Calculated values
F_max: 3.48 eV Å⁻¹
E_HOMO (spin up / spin down): -8.2 / -8.2 eV
M: 80.09 u
structure (SMILES): C=C=C=N.C#N
orbital gap (spin up / spin down): 8.2580 / 8.2585 eV
energy above the lowest of the compared OMol25 structures with the same formula, charge and spin: 101.9 kcal/mol
spin multiplicity: 1

***

# 3
The following is a quantum chemistry calculation of a molecular structure, C31H31N11O2STi, from the Open Molecules 2025 dataset.

Last column: Löwdin spin population.
Positions of all 77 atoms, in Å:
Ti: 0.55999 -0.76197 -0.05610  0.90
C: -1.69724 -3.60693 1.90628  0.00
C: -1.40725 -3.29643 3.24385  0.00
C: -0.27121 -2.59111 3.52047  0.00
C: 0.55850 -2.13681 2.46786  0.00
N: 0.18815 -2.32809 1.15695  0.01
C: -0.88319 -3.11064 0.91949  0.00
N: 1.74710 -1.63446 2.82601  0.00
C: 2.61517 -1.15026 1.96842  0.00
N: 2.33010 -0.88570 0.65905  0.01
C: 3.41048 -0.30253 0.05942  0.02
N: 3.45986 -0.04698 -1.23457  0.00
C: 2.61991 -0.67969 -2.05885  0.01
C: 2.88302 -0.61113 -3.45075  0.00
C: 2.31053 -1.51780 -4.29763  0.01
C: 1.48668 -2.52523 -3.75939  0.00
C: 1.17046 -2.47320 -2.42669  0.01
N: 1.61225 -1.50663 -1.59668  -0.01
C: 4.45902 -0.15435 1.03922  0.00
C: 5.74231 0.37331 0.98879  0.00
C: 6.53382 0.26386 2.11970  0.00
C: 6.06923 -0.35482 3.28166  0.00
C: 4.77950 -0.85072 3.36034  0.00
C: 3.97111 -0.73881 2.23731  0.00
H: -2.55791 -4.20531 1.65737  0.00
H: -2.05541 -3.63523 4.03644  0.00
H: 0.05862 -2.37117 4.52212  0.00
H: -1.07144 -3.36209 -0.12257  0.00
H: 3.59461 0.12493 -3.79036  0.00
H: 2.51877 -1.49120 -5.35546  0.00
H: 1.09879 -3.31182 -4.38811  0.00
H: 0.55140 -3.24181 -1.97115  0.00
H: 6.10413 0.84362 0.08814  0.00
H: 7.53842 0.65882 2.10217  0.00
H: 6.73420 -0.45425 4.12773  0.00
H: 4.40450 -1.32217 4.25455  0.00
N: -5.63752 4.84560 -0.56450  0.00
C: -4.97552 3.70884 -0.22248  0.00
C: -3.86118 3.28380 -0.95938  0.00
C: -3.15641 2.16400 -0.57128  0.00
C: -3.54666 1.44288 0.54120  0.00
C: -4.64631 1.84553 1.27965  0.00
C: -5.35842 2.96336 0.90225  0.00
S: -2.55405 0.11522 1.18647  0.00
O: -3.30394 -1.01511 1.63502  0.00
O: -1.71660 0.73472 2.20169  0.00
N: -1.47341 -0.32525 0.00204  0.00
C: -2.10475 -0.92572 -1.01881  0.00
N: -3.43671 -0.83647 -1.10322  0.00
C: -4.03557 -1.49250 -2.07292  0.00
C: -3.32887 -2.25551 -2.99686  0.00
C: -1.95113 -2.24079 -2.86885  0.00
N: -1.32061 -1.57191 -1.90681  0.00
H: -5.45645 5.27298 -1.45536  0.00
H: -6.51474 5.05595 -0.12162  0.00
H: -3.56289 3.84661 -1.83164  0.00
H: -2.31220 1.83568 -1.16147  0.00
H: -4.92189 1.26646 2.14508  0.00
H: -6.21696 3.27754 1.47538  0.00
H: -5.11265 -1.39831 -2.11208  0.00
H: -3.82141 -2.80642 -3.77929  0.00
H: -1.32490 -2.79364 -3.55936  0.00
N: 0.46570 1.08456 -1.48748  0.00
C: 1.21277 2.35096 -1.37826  0.00
C: 0.97708 3.00962 -0.02177  0.00
C: 1.54380 2.17667 1.12167  0.00
N: 0.73593 0.97014 1.33230  0.00
H: 0.57905 0.72313 -2.43861  0.00
H: -0.52640 1.30506 -1.36985  0.00
H: 0.90156 3.05033 -2.16925  0.00
H: 2.27932 2.12962 -1.49705  0.00
H: -0.09503 3.16214 0.13970  0.00
H: 1.45850 3.98803 -0.02048  0.00
H: 1.56211 2.78343 2.03660  0.00
H: 2.57594 1.88526 0.88700  0.00
H: -0.24062 1.23666 1.56005  0.00
H: 1.05507 0.54167 2.20757  0.00

Force components x, y, z for each atom (eV/Å):
Ti -1.8 1.7 -1.5
C 0.2 0.0 0.2
C -0.1 0.0 -0.5
C 0.4 0.3 -0.4
C -1.7 -1.2 -0.6
N 0.0 -1.0 1.9
C -0.3 -0.6 0.1
N 2.7 1.3 -0.2
C -1.8 -0.9 0.6
N 2.5 -0.1 0.7
C -0.9 -0.5 -1.7
N 1.2 0.8 2.0
C -1.0 -1.5 -0.9
C 0.0 0.1 0.5
C -0.4 -0.3 0.3
C 0.2 0.2 -0.1
C 0.0 -0.2 -0.1
N 1.8 -0.2 -1.9
C 0.8 0.0 1.5
C -0.5 -0.2 -0.3
C 0.1 -0.1 0.3
C 0.3 0.2 -0.2
C -0.5 -0.1 -0.3
C 1.5 0.7 -0.2
H 0.0 0.0 -0.1
H -0.1 0.0 0.1
H 0.0 0.0 0.1
H -0.1 0.3 0.2
H 0.1 0.0 0.0
H 0.1 0.0 -0.1
H 0.0 -0.1 0.0
H 0.0 0.3 -0.1
H 0.1 0.0 -0.1
H 0.1 0.0 0.0
H 0.0 0.1 0.0
H 0.0 0.0 0.1
N -0.2 0.4 -0.1
C 0.3 -0.4 0.2
C -0.1 0.0 0.1
C 0.0 0.1 -0.1
C 0.3 -0.3 0.2
C 0.1 -0.1 0.0
C 0.0 0.1 -0.1
S 0.8 0.5 0.5
O -0.5 0.1 0.0
O -0.4 0.0 0.1
N -1.6 0.9 1.0
C -0.7 -0.6 -1.4
N 0.0 -0.1 -0.2
C 0.2 -0.1 -0.2
C 0.2 0.1 0.0
C -0.3 -0.1 -0.1
N -0.2 0.3 0.8
H -0.1 0.0 0.1
H 0.0 0.0 -0.1
H 0.1 0.0 -0.1
H -0.1 0.1 0.0
H -0.2 0.0 0.2
H -0.1 0.0 0.1
H -0.1 -0.1 -0.1
H 0.0 -0.1 -0.1
H 0.0 0.0 -0.1
N -0.2 0.0 -0.4
C 0.0 0.5 0.1
C 0.3 -0.4 -0.1
C 0.1 0.3 -0.2
N -0.6 0.1 0.8
H -0.2 0.1 0.3
H 0.3 -0.2 -0.1
H 0.2 -0.2 0.1
H -0.2 0.1 -0.1
H 0.0 0.1 0.0
H -0.1 0.0 0.0
H 0.0 -0.2 -0.1
H -0.1 0.1 0.1
H 0.5 0.0 0.0
H -0.2 0.2 -0.2

Calculated values
F_max: 2.96 eV Å⁻¹
total charge: +1
E_HOMO (spin up / spin down): -10.2 / -10.2 eV
M: 669.60 u
orbital gap (spin up / spin down): 6.2907 / 6.2584 eV
energy above the lowest of the compared OMol25 structures with the same formula, charge and spin: 29.9 kcal/mol
spin multiplicity: 2

***

# 4
The following is a quantum chemistry calculation of a molecular structure, C14H35Cl2ErN2OP, from the Open Molecules 2025 dataset.

Last column: natural (NBO) charge in e.
Positions of all 56 atoms, in Å:
Er: -0.14359 0.42074 1.39053  1.60
Cl: 2.03605 -0.60120 0.64576  -0.70
Cl: -1.92163 -1.19459 0.66758  -0.70
H: -1.69529 1.50436 2.29843  -0.59
H: 0.66791 2.40898 1.61488  -0.66
P: 0.07356 0.01076 -2.60601  0.85
C: 1.70394 -0.57440 -3.41117  -0.49
C: -1.07239 -0.81599 -3.89733  -0.49
C: 0.06098 1.75618 -3.36369  -0.50
C: 2.28918 -1.75522 -2.64631  -0.63
H: 2.33747 0.30598 -3.21239  0.21
C: 1.75481 -0.90774 -4.91016  -0.62
H: 1.20488 -1.83570 -5.12555  0.20
H: 2.82088 -1.05950 -5.15054  0.20
H: 1.35247 -0.10745 -5.53641  0.21
H: 2.27688 -1.60649 -1.56280  0.26
H: 3.33278 -1.91940 -2.94657  0.19
H: 1.75704 -2.68993 -2.85661  0.19
H: 1.04086 2.12321 -3.01187  0.22
C: -1.01274 2.61370 -2.70712  -0.61
C: 0.01810 1.91921 -4.90108  -0.62
H: 1.03717 1.82979 -5.32705  0.20
H: -0.36231 2.92453 -5.11653  0.20
H: -0.62068 1.18569 -5.39409  0.20
H: -0.92246 2.66348 -1.61140  0.24
H: -2.02634 2.26394 -2.92881  0.20
H: -0.95907 3.64483 -3.08859  0.19
C: -1.13690 -2.32691 -3.65002  -0.62
H: -0.62601 -0.64623 -4.89571  0.20
C: -2.48340 -0.21817 -3.87056  -0.62
H: -0.18287 -2.82840 -3.86755  0.20
H: -1.93861 -2.75004 -4.27411  0.19
H: -1.39897 -2.57212 -2.61287  0.23
H: -2.88925 -0.15088 -2.84933  0.23
H: -3.16510 -0.89391 -4.41734  0.19
H: -2.52626 0.79186 -4.31030  0.20
C: -2.21514 0.25643 4.37397  -0.49
N: -1.08257 0.22650 5.29430  -0.43
C: -1.47781 0.12495 6.70656  -0.42
C: 0.12951 0.00562 4.72270  0.84
O: 0.16204 -0.02650 3.44695  -0.77
N: 1.30751 -0.12400 5.38671  -0.43
C: 1.53005 -0.11566 6.84961  -0.41
C: 2.44968 -0.45684 4.51408  -0.41
H: -3.07111 0.67537 4.91060  0.17
H: -2.45313 -0.76441 4.02228  0.19
H: -2.02459 0.93323 3.49975  0.29
H: -1.25157 -0.85799 7.15429  0.19
H: -1.13068 0.96760 7.34076  0.19
H: -2.58116 0.22303 6.65089  0.22
H: 2.00883 -1.06618 7.14034  0.19
H: 2.22553 0.70326 7.11932  0.20
H: 0.59109 0.01817 7.40310  0.22
H: 2.33224 -1.47381 4.09676  0.21
H: 2.51753 0.25958 3.68196  0.26
H: 3.35269 -0.42133 5.12779  0.19

Force components x, y, z for each atom (eV/Å):
Er -0.4 1.8 0.1
Cl 0.7 -0.3 0.0
Cl -0.5 -0.6 -0.3
H 0.1 0.5 -1.0
H 0.0 -0.4 -0.4
P -0.2 -0.1 -2.2
C -0.2 0.2 0.5
C 0.1 0.1 0.6
C 0.4 -0.2 0.3
C 0.3 -0.3 0.3
H 0.1 -0.3 -0.1
C 0.1 0.2 0.2
H 0.3 0.3 0.0
H -0.4 0.0 -0.2
H 0.2 -0.3 0.0
H 0.0 0.0 -0.2
H -0.1 0.0 0.0
H -0.1 0.1 0.0
H -0.3 0.1 -0.1
C -0.4 0.4 0.3
C 0.6 0.1 0.3
H -0.6 0.1 0.1
H 0.1 -0.1 -0.2
H 0.0 0.2 0.0
H 0.1 -0.1 -0.3
H 0.2 0.0 0.0
H 0.1 -0.2 0.1
C -0.1 -0.1 0.1
H -0.3 -0.1 0.5
C -0.3 -0.1 0.1
H -0.4 0.1 0.0
H 0.3 -0.1 0.0
H 0.1 0.2 -0.1
H 0.2 0.0 -0.2
H 0.1 0.4 0.0
H 0.0 -0.5 0.1
C -0.6 -0.2 -0.1
N 0.4 -0.1 0.7
C -0.7 0.2 -0.2
C -0.5 0.6 -0.9
O 0.5 -0.7 2.3
N -0.2 -0.2 0.3
C 0.1 0.1 -0.6
C -0.1 -0.1 0.1
H 0.1 -0.1 -0.1
H 0.0 0.4 0.0
H 0.0 -0.5 0.3
H 0.0 0.4 -0.1
H 0.0 -0.5 -0.4
H 0.8 -0.2 0.5
H -0.3 0.3 0.0
H -0.3 -0.3 -0.2
H 0.8 -0.1 -0.3
H 0.1 0.5 0.1
H 0.1 -0.3 0.3
H -0.1 0.0 -0.1

Calculated values
F_max: 2.50 eV Å⁻¹
total charge: -1
E_HOMO (spin up / spin down): -3.2 / -3.2 eV
M: 516.59 u
orbital gap (spin up / spin down): 5.6398 / 5.6484 eV
spin multiplicity: 4

***

# 5
The following is a quantum chemistry calculation of 2 unconnected molecules or ions with the total composition C2H3Cl2FO, from the Open Molecules 2025 dataset.

Last column: natural (NBO) charge in e.
Positions of all 9 atoms, in Å:
O: -0.84243 -0.76866 1.18466  -0.64
C: -0.27146 0.19412 0.58707  0.25
Cl: -1.37743 1.07601 -0.63158  -0.11
C: 0.84124 0.80968 0.99059  0.14
F: 1.73879 0.29048 1.86490  -0.32
H: -1.36924 -1.38388 0.51926  0.51
H: 1.27566 1.68430 0.60853  0.19
Cl: 0.24070 -1.37864 -3.02457  -0.30
H: -0.23583 -0.52342 -2.09886  0.28

Force components x, y, z for each atom (eV/Å):
O -2.9 -4.6 -0.6
C 0.6 3.6 -1.3
Cl 1.3 -0.7 0.9
C 0.6 -0.7 -0.2
F -0.9 -0.5 0.0
H 1.6 1.8 2.0
H -0.2 1.1 -0.8
Cl -0.6 1.0 1.2
H 0.6 -0.9 -1.2

Calculated values
F_max: 5.50 eV Å⁻¹
E_HOMO: -9.7 eV
M: 132.95 u
structure (SMILES): O/C(Cl)=C\F.Cl
orbital gap: 9.9962 eV
energy above the lowest of the compared OMol25 structures with the same formula, charge and spin: 30.1 kcal/mol
spin multiplicity: 1